Entry 1:
A cluster of 3 separate species, C4H14O4 in total at a distorted geometry. Source: the Open Molecules 2025 dataset; level of theory: ωB97M-V with the def2-TZVPD basis set.

```
22
Properties=species:S:1:pos:R:3:forces:R:3:mulliken_charge:R:1
O -0.11876 -1.72658 -1.97282 -1.0 0.7 -0.2 -0.513
C 0.61352 -1.76520 -0.78280 0.8 -3.7 0.8 -0.522
C -0.17343 -1.54488 0.57440 -0.8 0.0 -0.3 -0.368
C -1.58386 -0.75302 0.43850 2.3 -0.4 0.6 -0.810
C -1.20487 0.74115 0.51825 0.4 2.1 -2.9 0.347
O -1.41356 1.33588 -0.87800 0.2 -0.5 1.0 -0.589
H -0.74088 -2.44285 -1.85527 -0.5 -0.1 -0.5 0.323
H 0.95876 -2.89730 -0.76093 -0.1 2.0 0.5 0.268
H 1.53161 -1.23305 -0.99216 0.0 0.7 0.6 0.346
H -0.40727 -2.53926 1.09433 0.6 1.3 -0.9 0.357
H 0.47080 -0.92049 1.25676 -0.7 -0.9 -0.5 0.141
H -2.14381 -1.12050 1.27369 -0.3 0.3 0.9 0.296
H -2.26802 -1.05404 -0.39442 1.1 0.6 0.1 0.424
H -0.05695 1.01650 0.67142 -2.6 -1.1 0.4 -0.310
H -1.85869 1.43158 1.10922 0.7 -1.0 0.0 0.325
H -1.45791 0.60453 -1.51473 0.2 0.2 0.3 0.302
O 1.72325 2.66779 -0.90037 -5.2 2.3 2.5 -0.635
H 0.72254 2.55147 -1.15785 2.4 0.5 1.0 0.348
H 2.09350 2.14452 -1.51649 2.5 -2.9 -3.3 0.280
O 1.72309 2.02096 2.25575 0.9 -2.2 3.2 -0.640
H 2.05175 1.11227 2.09512 -0.3 0.9 0.1 0.313
H 1.53921 2.37052 1.43841 -0.5 1.4 -3.3 0.317
```
Positions in Å, forces in eV/Å.

For the HOMO-LUMO gap, the calculation gives 10.79 eV. For the molar mass, the calculation gives 126.15 u. As for the SMILES: OCCCCO.O.O. The calculation puts the energy above the lowest of the compared OMol25 structures with the same formula, charge and spin at 212.6 kJ/mol. Its spin multiplicity is 1.



Entry 2:
An isolated molecule of C5H9NO. Source: the Open Molecules 2025 dataset; level of theory: ωB97M-V with the def2-TZVPD basis set.

```
16
Properties=species:S:1:pos:R:3:forces:R:3:mulliken_charge:R:1
C -0.29669 0.63406 1.39457 0.0 0.1 0.1 -1.440
C -0.16279 0.28932 -0.10001 -0.2 0.0 0.0 1.501
C -1.06606 0.93505 -1.14329 -0.1 0.1 0.0 -1.397
N 1.24263 0.14477 -0.55291 0.2 0.1 0.0 -0.577
C 1.26470 -1.30374 -0.26552 0.1 -0.4 -0.1 -0.314
C -0.24558 -1.22794 -0.04241 -0.2 -0.3 0.1 -0.028
O -1.14405 -1.99355 0.15396 0.3 0.0 -0.2 -0.584
H -1.32570 0.89589 1.64825 0.1 0.0 0.0 0.320
H 0.39310 1.40334 1.75275 -0.2 0.2 -0.3 0.352
H -0.05868 -0.28001 1.95438 0.0 0.3 0.2 0.368
H -0.63107 1.83538 -1.58591 0.0 0.0 0.3 0.329
H -2.05761 1.17073 -0.75222 0.1 0.0 0.0 0.320
H -1.19781 0.22001 -1.96278 0.0 0.2 0.1 0.322
H 1.90992 0.69372 -0.01971 -0.1 -0.1 0.0 0.287
H 1.49694 -1.92276 -1.13112 0.3 0.0 -0.1 0.278
H 1.87690 -1.61995 0.58884 -0.2 0.0 -0.1 0.263
```
Positions in Å, forces in eV/Å.

For the HOMO-LUMO gap, the calculation gives 10.24 eV. For the molar mass, the calculation gives 99.13 u. As for the SMILES: CC1(C)NCC1=O. The calculation puts the energy above the lowest of the compared OMol25 structures with the same formula, charge and spin at 180.4 kJ/mol. Its spin multiplicity is 1.



Entry 3:
A structure of composition C43H55F5N7O2SW. Source: the Open Molecules 2025 dataset; level of theory: ωB97M-V with the def2-TZVPD basis set.

```
114
Properties=species:S:1:pos:R:3:forces:R:3:mulliken_charge:R:1
W 0.68927 0.20332 -0.69242 -0.2 0.3 -0.3 2.477
N 1.85536 0.60803 1.10409 0.4 0.0 -0.5 0.109
C 2.51574 1.94644 1.12685 0.0 0.0 0.0 -0.768
C 1.79354 2.99272 0.25573 0.0 -0.1 0.0 -1.014
N 0.56812 2.45233 -0.44442 0.0 0.1 0.1 0.490
C 0.44123 3.06423 -1.80227 0.1 0.0 0.1 -0.826
C -0.44619 2.27283 -2.75675 0.0 0.0 -0.1 -0.999
N -0.16786 0.80741 -2.69879 0.4 0.1 0.0 -0.400
C -0.58720 2.81694 0.42586 0.0 0.0 -0.1 0.698
C -1.87116 2.19384 -0.03261 0.0 0.0 0.0 -2.176
N -1.56563 0.76861 -0.35104 0.1 -0.1 0.1 -0.878
H 1.26049 0.52326 1.98149 -0.1 0.0 0.3 -0.127
H 2.57832 -0.10003 1.23651 0.0 0.1 -0.1 0.378
H 3.52470 1.82859 0.74188 0.0 0.0 0.0 0.557
H 2.58789 2.27846 2.16217 -0.1 0.0 0.0 0.342
H 2.48448 3.33907 -0.50478 0.0 0.0 0.0 0.720
H 1.48449 3.85193 0.85279 0.0 0.0 0.0 0.742
H 1.44540 3.10591 -2.21553 0.0 0.0 0.0 0.582
H 0.06840 4.08874 -1.71557 0.0 0.0 0.0 0.337
H -0.28185 2.64464 -3.76927 0.0 0.0 0.0 0.639
H -1.49927 2.41965 -2.54599 0.0 0.0 0.0 0.322
H 0.58631 0.58304 -3.34244 0.0 0.0 -0.1 -0.399
H -0.96216 0.29437 -3.06779 -0.1 0.0 0.1 0.397
H -0.66354 3.90358 0.49234 0.0 0.0 0.0 0.634
H -0.36662 2.43557 1.41763 -0.1 0.0 0.0 -0.611
H -2.31604 2.69386 -0.88739 0.0 0.0 0.0 0.370
H -2.58192 2.22466 0.78993 -0.1 0.0 0.0 0.696
H -2.09646 0.48138 -1.16682 0.0 -0.1 0.0 0.317
H -1.96557 0.23988 0.42314 0.0 -0.1 0.0 0.279
C 4.14942 -3.42588 0.44430 0.0 0.0 0.0 -1.838
C 3.86806 -2.01520 -0.08760 0.0 0.0 0.0 1.793
C 4.92770 -1.02745 0.41061 0.1 0.0 0.0 -1.480
C 3.74405 -2.06365 -1.59844 0.2 0.0 0.0 0.590
C 4.89267 -2.21418 -2.35973 0.0 0.0 0.0 -0.091
C 4.80925 -2.37760 -3.73316 0.0 0.0 0.0 -1.559
C 3.56627 -2.50133 -4.32016 0.0 0.0 0.0 -0.483
C 2.37906 -2.39824 -3.58780 0.0 -0.1 0.0 0.641
C 1.14030 -2.85283 -4.36271 0.0 0.0 0.0 0.044
C -0.26025 -2.50306 -3.85553 0.0 -0.1 0.0 -0.822
C 1.21350 -4.37882 -4.53254 0.0 0.0 0.0 -1.532
C 2.49500 -2.05187 -2.23807 -0.2 0.1 0.0 -0.612
N 1.35284 -1.70979 -1.39967 -0.3 -0.3 -0.1 0.980
C 0.73971 -2.83527 -0.93601 0.1 0.1 0.0 0.026
O 0.94118 -3.97876 -1.30034 0.0 0.0 0.0 -0.630
C -0.18980 -2.57648 0.19589 0.0 0.0 -0.1 -0.248
C -0.90332 -3.60789 0.75182 0.0 0.0 0.0 -0.718
C -1.68458 -3.34116 1.86647 0.0 0.0 0.0 -1.136
C -1.65271 -2.07138 2.39913 0.0 0.0 0.0 -1.296
C -0.87288 -1.07338 1.81309 0.0 0.0 0.0 0.782
N -0.19843 -1.31090 0.66953 0.2 -0.1 0.2 0.784
C -0.89243 0.23348 2.61824 -0.3 0.0 -0.1 0.396
O -2.01577 0.77113 2.69082 0.3 0.0 -0.1 -0.741
N 0.24563 0.47005 3.23331 -0.3 0.1 0.3 -0.418
C 0.17083 1.06642 4.54610 0.1 0.0 -0.1 -0.238
C 0.28475 2.43764 4.79640 0.0 0.0 0.0 1.004
C 0.21554 2.90341 6.10661 0.0 0.0 0.0 -0.608
C 0.04602 2.03704 7.16730 0.0 0.0 0.0 -1.517
C -0.02971 0.67810 6.91750 0.0 0.0 0.0 -0.424
C 0.04077 0.17272 5.62586 0.0 0.0 0.0 0.279
C 0.03895 -1.33384 5.44129 0.0 0.0 0.0 1.099
C -1.16743 -2.00206 6.10189 0.0 0.0 0.0 -1.747
C 1.35045 -1.93095 5.95761 0.0 0.0 0.0 -1.586
C 0.48086 3.44754 3.69079 0.0 0.0 0.0 2.001
C -0.74369 4.35100 3.54572 0.0 0.0 0.0 -1.580
C 1.75755 4.26865 3.87395 0.0 0.0 0.0 -1.796
H 4.19861 -3.42590 1.53544 0.0 0.0 0.0 0.489
H 5.10629 -3.78813 0.06336 0.0 0.0 0.0 0.341
H 3.37536 -4.12553 0.12714 0.0 0.0 0.0 0.375
H 2.89911 -1.72208 0.32110 0.0 0.0 0.0 -1.015
H 5.93400 -1.42579 0.27116 0.0 0.0 0.0 0.522
H 4.81519 -0.84616 1.48346 0.0 0.0 0.0 0.413
H 4.87723 -0.07397 -0.12015 0.0 -0.1 0.1 0.227
H 5.86182 -2.20874 -1.87603 0.0 0.0 0.0 0.456
H 5.70649 -2.46276 -4.33238 0.0 0.0 0.0 0.460
H 3.49741 -2.72295 -5.38001 0.0 0.0 0.0 0.603
H 1.24115 -2.41360 -5.35756 0.0 0.1 0.0 0.639
H -0.61494 -3.24596 -3.13934 0.0 0.0 0.0 0.259
H -0.95836 -2.49527 -4.69445 0.0 0.0 0.0 0.553
H -0.29861 -1.53962 -3.36558 0.0 0.2 0.0 -0.570
H 1.16729 -4.86086 -3.55623 0.0 0.0 0.0 0.298
H 2.13512 -4.68653 -5.02451 0.0 0.0 0.0 0.435
H 0.37289 -4.72982 -5.13555 0.0 0.0 0.0 0.443
H -0.81594 -4.58403 0.29686 0.0 0.0 0.0 0.624
H -2.28609 -4.11507 2.32501 0.0 0.0 0.0 0.498
H -2.21670 -1.81385 3.28449 0.0 0.0 0.0 0.622
H 0.29145 3.96819 6.29533 0.0 0.0 0.0 0.371
H -0.01521 2.41341 8.17989 0.0 0.0 0.0 0.392
H -0.13258 -0.00887 7.74889 0.0 0.0 0.0 0.356
H -0.00354 -1.54310 4.37472 0.0 0.0 0.0 -0.322
H -1.10565 -1.95774 7.19050 0.0 0.0 0.0 0.434
H -1.21839 -3.05847 5.82712 0.0 0.0 0.0 0.371
H -2.10285 -1.51943 5.80903 0.0 0.0 0.0 0.370
H 1.46597 -1.74552 7.02761 0.0 0.0 0.0 0.346
H 2.20792 -1.48745 5.44854 0.0 0.0 0.0 0.366
H 1.37634 -3.01136 5.79933 0.0 0.0 0.0 0.421
H 0.60098 2.87074 2.77549 0.0 0.0 0.1 -1.044
H -0.89254 4.94161 4.45125 0.0 0.0 0.0 0.416
H -1.64841 3.75873 3.38959 0.0 0.0 0.0 0.299
H -0.62498 5.05684 2.71788 0.0 0.0 0.0 0.400
H 1.70169 4.89582 4.76462 0.0 0.0 0.0 0.409
H 1.92081 4.93404 3.02076 0.0 0.0 0.0 0.412
H 2.63170 3.62399 3.98433 0.0 0.0 0.0 0.416
F 4.94599 2.88128 -6.83288 0.0 0.0 0.0 -0.282
C 4.42780 2.43333 -5.70193 0.0 0.0 0.0 0.726
C 3.36524 1.55099 -5.71737 0.0 0.0 0.0 0.304
F 2.84911 1.14371 -6.87148 0.0 0.0 0.0 -0.296
C 2.83734 1.08807 -4.52566 0.0 0.0 0.0 -0.955
F 1.79746 0.24053 -4.64047 -0.2 -0.1 0.1 -0.744
C 3.31940 1.46715 -3.28029 -0.1 0.0 0.0 0.666
S 2.89177 0.91280 -1.65490 -0.2 -0.1 0.1 0.921
C 4.37746 2.38226 -3.30844 0.0 0.0 0.0 -0.156
F 4.89830 2.83055 -2.16514 0.0 0.0 0.1 -0.344
C 4.93124 2.85395 -4.48359 0.0 0.0 0.0 0.146
F 5.93656 3.71685 -4.44623 0.0 0.0 0.0 -0.278
```
Positions in Å, forces in eV/Å.

For the HOMO-LUMO gap (spin up / spin down), the calculation gives 7.26 / 6.64 eV. For the molar mass, the calculation gives 1012.86 u. The charge is +1. As for the expectation value of S²: 2.02. Its spin multiplicity is 3.